# C18H16Cl2N4O2

An isolated molecule of C18H16Cl2N4O2 at a distorted geometry (ωB97M-V/def2-TZVPD, OMol25).

As for the SMILES: O=C(c1cc(-c2n[nH]cc2-c2cc(Cl)cc(Cl)c2)c[nH]1)N1CCOCC1. The value obtained for the HOMO-LUMO gap is 9.0 eV. Its HOMO energy is -8.388 eV. The relative energy (zero: lowest compared OMol25 entry of this formula, charge and spin) is 1.301 eV.

The geometry in ORCA input format:
```
! RIJCOSX wB97M-V def2-TZVPD def2/J DEFGRID3
* xyz 0 1
O -3.58577 0.63951 -1.73250
C -2.65027 1.18341 -1.13190
C -1.43735 0.41287 -0.81177
C -0.12213 0.82612 -0.68764
C 0.70481 -0.32322 -0.39652
C 2.15687 -0.28839 -0.29602
N 2.90614 0.77875 -0.47776
N 4.19721 0.45367 -0.18998
C 4.28949 -0.85031 0.22420
C 3.02963 -1.35015 0.16915
C 2.80187 -2.74541 0.45836
C 2.19206 -3.15254 1.64089
C 2.07327 -4.53467 2.01064
Cl 1.32540 -5.00046 3.52952
C 2.54957 -5.47408 1.07846
C 3.13742 -5.04307 -0.13061
Cl 3.70623 -6.20264 -1.29070
C 3.27627 -3.69803 -0.41670
C -0.11951 -1.41157 -0.35562
N -1.39215 -0.97218 -0.66034
N -2.73998 2.52807 -0.79531
C -1.92093 3.21992 0.16949
C -2.74191 4.03831 1.18801
O -3.74883 4.86663 0.54372
C -4.55841 4.09655 -0.31086
C -3.77632 3.37722 -1.41374
H 0.24401 1.85470 -0.86531
H 4.98919 1.10644 -0.24997
H 5.19349 -1.35216 0.53368
H 1.85538 -2.41815 2.33966
H 2.42109 -6.53836 1.22186
H 3.80502 -3.52206 -1.35288
H 0.15017 -2.44139 -0.16747
H -2.23594 -1.54947 -0.71511
H -1.27522 2.50226 0.74198
H -1.24990 3.91421 -0.34010
H -3.23929 3.35022 1.87222
H -2.03853 4.67976 1.76454
H -5.24249 4.77143 -0.83948
H -5.15077 3.39501 0.25800
H -3.28579 4.07646 -2.11227
H -4.49309 2.79678 -2.00380
*
```

***

# C18H16F2N6

An isolated molecule of C18H16F2N6 at a distorted geometry (ωB97M-V/def2-TZVPD, OMol25).

As for the SMILES: Cc1cc(Nc2nc(N[C@@H](C)c3ccc(F)cc3)c(C#N)cc2F)n[nH]1. The value obtained for the HOMO-LUMO gap is 8.3 eV. Its HOMO energy is -7.847 eV. The relative energy (zero: lowest compared OMol25 entry of this formula, charge and spin) is 0.088 eV.

The geometry in ORCA input format:
```
! RIJCOSX wB97M-V def2-TZVPD def2/J DEFGRID3
* xyz 0 1
C 3.95744 1.80644 -1.06701
C 2.63696 1.81359 -1.74453
C 1.45701 1.17059 -1.43992
C 0.56838 1.54787 -2.46401
N -0.75230 1.22618 -2.68914
C -1.58321 0.36648 -2.05134
N -1.17126 -0.35653 -1.01342
C -2.01695 -1.18319 -0.39820
N -1.61238 -1.91983 0.65964
C -0.29311 -2.07484 1.25067
C 0.77929 -2.30053 0.18315
C 0.07050 -0.93292 2.17845
C -0.09192 0.39332 1.79793
C 0.26219 1.42349 2.64933
C 0.77487 1.11335 3.89481
F 1.12116 2.11293 4.73413
C 0.94202 -0.19712 4.30584
C 0.58837 -1.21308 3.43768
C -3.37102 -1.31678 -0.81808
C -4.23420 -2.19166 -0.14409
N -4.91328 -2.91981 0.43306
C -3.81194 -0.56381 -1.90887
C -2.91352 0.26814 -2.51722
F -3.28559 1.02856 -3.58416
N 1.15819 2.36477 -3.32834
N 2.40824 2.51329 -2.87737
H 3.88517 1.26681 -0.12810
H 4.29488 2.82341 -0.86675
H 4.70303 1.31730 -1.69440
H 1.26153 0.54087 -0.60238
H -1.14141 1.70568 -3.49226
H -2.34389 -2.46434 1.08977
H -0.35537 -2.98425 1.85996
H 0.58397 -3.23348 -0.33963
H 0.76281 -1.49194 -0.53769
H 1.75902 -2.35506 0.65090
H -0.50190 0.61708 0.82638
H 0.14380 2.45563 2.35621
H 1.33769 -0.40663 5.28648
H 0.71553 -2.24048 3.74847
H -4.82953 -0.63455 -2.25866
H 3.05070 3.10505 -3.37728
*
```

***

# C18H16F3NO2

A cluster of 3 separate species, C18H16F3NO2 in total at a distorted geometry (ωB97M-V/def2-TZVPD, OMol25).

The value obtained for the HOMO-LUMO gap is 4.4 eV. Its HOMO energy is -5.796 eV. The relative energy (zero: lowest compared OMol25 entry of this formula, charge and spin) is 3.882 eV.

The geometry in ORCA input format:
```
! RIJCOSX wB97M-V def2-TZVPD def2/J DEFGRID3
* xyz 0 1
F 0.04601 -2.34146 3.20928
C 0.40905 -1.05853 2.86771
C 0.15569 -0.03880 3.78089
C 0.46215 1.24837 3.35674
F 0.07212 2.30186 4.15175
C 1.04685 1.52772 2.13014
C 1.35404 0.46575 1.22747
C 2.02215 0.81191 0.01059
C 2.37028 -0.08116 -1.07011
C 2.63095 0.54042 -2.32817
C 3.04429 -0.19101 -3.42937
C 3.10103 -1.59140 -3.37817
C 2.77190 -2.19449 -2.17102
F 2.56938 -3.55195 -2.17030
C 2.49340 -1.48723 -1.00559
C 0.91595 -0.83550 1.59230
H -0.34818 -0.22974 4.72931
H 1.25150 2.55615 1.84306
H 1.95668 1.88112 -0.24865
H 2.50852 1.62038 -2.39814
H 3.29540 0.32951 -4.35392
H 3.31168 -2.17978 -4.26893
H 2.37111 -2.02184 -0.07516
H 0.95264 -1.64808 0.87898
O 4.44849 5.26626 -0.99683
C 4.28581 4.33658 -1.72183
C 5.40457 2.67807 0.02347
C 6.31834 3.58287 0.75676
C 5.47383 3.93187 2.02300
C 4.16045 3.12277 1.94526
N 4.30368 2.39088 0.68633
O 4.14758 3.40749 -2.41108
H 5.67332 2.18492 -0.93213
H 7.25911 3.06227 0.98838
H 6.55939 4.48249 0.16685
H 6.01844 3.69709 2.94227
H 5.23468 5.00020 2.03050
H 4.01129 2.42390 2.77596
H 3.28518 3.78130 1.87200
H 3.60365 1.70297 0.37153
*
```

***

# C18H16FN3O4S

An isolated molecule of C18H16FN3O4S at a distorted geometry (ωB97M-V/def2-TZVPD, OMol25).

As for the SMILES: CS(=O)(=O)CCCOc1ccc2ncc(-c3cc4cccc(F)c4o3)n2n1. The value obtained for the HOMO-LUMO gap is 8.0 eV. Its HOMO energy is -7.953 eV. The relative energy (zero: lowest compared OMol25 entry of this formula, charge and spin) is 0.000 eV.

The geometry in ORCA input format:
```
! RIJCOSX wB97M-V def2-TZVPD def2/J DEFGRID3
* xyz 0 1
C 2.56436 4.11766 4.28480
S 2.68194 3.25609 2.71909
O 2.34064 4.13005 1.59094
O 4.06919 2.76931 2.66854
C 1.56728 1.86965 2.85886
C 0.07592 2.21223 2.66149
C -0.30936 2.01790 1.18152
O -1.74921 2.31156 1.05266
C -2.46654 1.38317 0.29270
C -3.95258 1.58514 0.23945
C -4.74241 0.75531 -0.54702
C -4.09894 -0.30358 -1.28235
N -4.58551 -1.19824 -2.07823
C -3.50630 -1.98947 -2.49082
C -2.32983 -1.51312 -1.91836
C -0.98643 -2.07012 -2.14710
C -0.69308 -3.19660 -2.86774
C 0.73423 -3.44656 -2.75205
C 1.61704 -4.42515 -3.23242
C 2.99366 -4.26342 -2.94597
C 3.43168 -3.26468 -2.11604
C 2.52092 -2.37577 -1.56729
F 2.94994 -1.47623 -0.67888
C 1.18260 -2.44514 -1.91638
O 0.16896 -1.63532 -1.54000
N -2.69615 -0.42358 -1.13411
N -1.89262 0.41641 -0.38202
H 3.33319 4.92413 4.25762
H 1.52010 4.49547 4.41128
H 2.82053 3.40515 5.09559
H 1.67796 1.42592 3.81819
H 1.87012 1.09108 2.13146
H -0.08630 3.25451 2.97641
H -0.51132 1.53221 3.30034
H -0.04859 0.98821 0.95416
H 0.26226 2.69793 0.53862
H -4.37350 2.44258 0.79541
H -5.81001 0.89818 -0.63681
H -3.57474 -2.82303 -3.18055
H -1.39214 -3.78319 -3.41598
H 1.22086 -5.25429 -3.77844
H 3.73901 -4.94869 -3.38380
H 4.46316 -3.14370 -1.83676
*
```

***

# C18H16MnN3O3S4

A structure of composition C18H16MnN3O3S4 at a distorted geometry (ωB97M-V/def2-TZVPD, OMol25).

The expectation value of S² is 8.767. The value obtained for the HOMO-LUMO gap (alpha / beta) is 5.8 / 5.9 eV. Its HOMO energy (alpha / beta) is -3.261 / -3.418 eV. The relative energy (zero: lowest compared OMol25 entry of this formula, charge and spin) is 0.807 eV.

The geometry in ORCA input format:
```
! RIJCOSX wB97M-V def2-TZVPD def2/J DEFGRID3
* xyz -1 6
Mn -0.76601 -1.52225 -0.53436
O 0.89902 -5.16602 -6.66154
C 0.80925 -4.65500 -5.57576
S -0.70165 -4.15120 -4.83790
C -0.04961 -3.50851 -3.31558
C 1.30080 -3.59597 -3.16866
S 2.24992 -3.08345 -1.86312
S 2.18432 -4.32112 -4.54061
S -1.23586 -2.83078 -2.26940
C 2.83117 -3.12507 2.03030
O 3.02338 -1.92896 1.28701
C 1.93196 -1.52029 0.62666
O 0.81496 -1.97589 0.82641
N 2.18734 -0.45281 -0.19554
N 1.22663 -0.26557 -1.22010
H 3.76432 -3.31096 2.55479
H 2.60491 -3.94258 1.34256
H 2.00404 -3.00604 2.73346
H 3.16386 -0.38388 -0.47648
H 1.43683 -0.92116 -1.99978
H 1.25209 0.69768 -1.54391
N -1.77514 -0.21104 0.19923
C -1.63925 0.96825 0.65481
C -0.87783 1.94708 -0.16030
C 0.15514 2.68263 0.42480
C 1.01448 3.43095 -0.35608
C 0.81909 3.50391 -1.72660
C -0.22592 2.80123 -2.31442
C -1.05147 2.00211 -1.54536
C -2.10680 1.40976 1.97478
C -2.20395 0.50192 3.02958
C -2.61325 0.92419 4.27770
C -2.95905 2.25049 4.48635
C -2.90896 3.15209 3.43383
C -2.48442 2.73816 2.18750
H 0.30546 2.62105 1.49362
H 1.84386 3.95640 0.09803
H 1.47891 4.10557 -2.33700
H -0.38298 2.87318 -3.38175
H -1.84167 1.41452 -1.99864
H -1.91760 -0.52423 2.84204
H -2.66041 0.22237 5.09859
H -3.25991 2.58381 5.46857
H -3.20306 4.18065 3.59020
H -2.43697 3.43474 1.36206
*
```

***

# C18H16MnN4O7

A structure of composition C18H16MnN4O7 (ωB97M-V/def2-TZVPD, OMol25).

The expectation value of S² is 8.754. The value obtained for the HOMO-LUMO gap (alpha / beta) is 6.7 / 7.2 eV. Its HOMO energy (alpha / beta) is -8.242 / -8.676 eV. The relative energy (zero: lowest compared OMol25 entry of this formula, charge and spin) is 0.000 eV.

The geometry in ORCA input format:
```
! RIJCOSX wB97M-V def2-TZVPD def2/J DEFGRID3
* xyz 0 6
Mn -0.07164 0.12555 0.09074
O 1.65400 1.71003 -0.52389
C 2.22068 1.56446 -1.83738
C 2.73473 0.15302 -2.03689
N 1.68787 -0.81270 -1.78906
C 2.11358 -1.96642 -1.01474
C 2.38025 -1.55947 0.43506
O 3.38542 -1.93938 1.00640
O 1.43291 -0.85713 0.97680
C 0.83726 -1.11638 -2.92192
C -0.61872 -1.32616 -2.51134
O -1.32317 -2.09900 -3.13292
O -1.00485 -0.60542 -1.50796
H 2.29053 1.34249 0.10862
H 1.41171 1.80054 -2.52870
H 3.02142 2.29463 -1.97604
H 3.17694 0.06337 -3.04019
H 3.55162 -0.02177 -1.32810
H 1.29894 -2.69712 -1.02077
H 3.00466 -2.45614 -1.42321
H 0.84213 -0.25918 -3.60226
H 1.17802 -1.98492 -3.49698
O -5.77155 -0.27384 4.65532
N -4.87672 0.43438 5.06750
O -4.85188 0.97054 6.15078
C -3.73370 0.71179 4.14074
C -3.09402 1.86931 4.35320
C -2.02920 2.28153 3.48026
C -1.37352 3.51578 3.62745
C -0.39479 3.85929 2.73712
C -0.07622 2.95699 1.70913
N -0.66979 1.78973 1.56185
C -1.64410 1.44735 2.43789
C -2.31907 0.17236 2.25819
N -1.86881 -0.59247 1.24937
C -2.45703 -1.73381 0.97659
C -3.52411 -2.21035 1.75234
C -3.97915 -1.46258 2.80308
C -3.38628 -0.20807 3.07826
H -3.39833 2.50471 5.17343
H -1.65500 4.17814 4.43643
H 0.13327 4.79882 2.80672
H 0.68739 3.18808 0.97663
H -2.07677 -2.27396 0.11769
H -3.97417 -3.16253 1.51252
H -4.79554 -1.82006 3.40670
*
```